The following is a quantum chemistry calculation of a structure of composition C30H50Cl10F8MgNO19S2 at a distorted geometry, from the Open Molecules 2025 dataset.

```
121
Properties=species:S:1:pos:R:3:forces:R:3:lowdin_charge:R:1
Mg 0.865550 0.891297 -2.540224 0.764 -1.475 1.309 0.784
C -2.435540 -0.145448 -1.108477 -2.242 -1.135 -2.270 -0.622
F -2.430869 -1.474910 -1.276411 0.481 0.398 0.757 0.131
F -1.982780 0.371116 -2.266912 0.728 0.314 0.222 0.093
F -3.733476 0.229048 -1.082446 1.416 0.138 1.468 0.115
S -1.325423 0.403326 0.256337 0.721 3.241 0.074 0.671
O -1.464707 1.847760 0.333514 -0.051 -1.824 -0.717 -0.244
O -1.421405 -0.348002 1.433040 -0.678 -1.263 0.878 -0.206
N 0.091413 0.022395 -0.516076 -4.840 -0.556 -2.839 -0.307
S 1.411553 0.284050 0.062719 4.951 0.781 1.783 0.493
O 2.268641 0.829316 -0.974211 0.155 -0.126 -2.229 -0.280
O 1.530448 1.037553 1.230390 -0.556 0.290 2.415 -0.187
C 2.114044 -1.389923 0.334608 2.244 -2.546 -0.255 -0.579
F 1.272736 -2.208111 0.916561 -1.014 0.352 1.079 0.149
F 2.378164 -2.041985 -0.833484 0.074 1.312 -0.153 0.116
F 3.297975 -1.444180 1.046243 -1.626 0.944 -0.674 0.119
C 6.616443 -2.321359 0.637719 -0.669 0.575 -0.724 0.025
C 7.415446 -1.416856 1.562661 -1.291 -0.944 1.294 -0.361
O 6.883034 -0.155443 1.387861 -0.051 0.544 -0.685 0.157
C 6.182867 -0.142196 0.223568 -1.536 2.904 -0.371 -0.575
O 5.751627 0.860741 -0.305535 0.851 -1.096 0.762 0.132
O 5.873111 -1.342954 -0.191368 1.329 -1.996 -0.146 0.059
F 8.704599 -1.429227 1.253597 1.460 0.081 -0.648 0.110
H 5.817228 -2.906511 1.085868 0.431 -0.207 0.316 0.137
H 7.331213 -2.918280 0.061342 -0.518 0.093 -0.212 0.147
H 7.326435 -1.695976 2.603170 -0.032 0.025 0.353 0.172
C 1.571379 -3.024542 3.948620 1.485 0.399 0.625 -0.059
C 1.484001 -1.639344 4.548490 -0.910 1.448 -0.338 -0.267
O 1.443487 -1.849203 5.917835 -0.125 -0.702 -0.220 0.137
C 1.069005 -3.161494 6.133577 -1.276 -0.329 3.073 -0.521
O 0.758792 -3.609719 7.215938 0.894 0.983 -2.185 0.168
O 1.022094 -3.834005 4.993454 0.107 -0.342 -1.204 0.089
F 0.263079 -1.015496 4.139657 1.030 -0.553 0.325 -0.001
H 2.659499 -3.219363 3.877012 -0.440 -0.339 -0.118 0.149
H 1.119843 -3.158435 2.975045 -0.478 -0.155 0.287 0.095
H 2.283385 -0.909877 4.345999 -0.321 -0.376 -0.194 0.157
Cl 0.777693 2.755223 5.048465 -0.822 -0.279 -0.635 0.513
C -0.732870 2.316501 4.092914 -0.073 0.208 0.264 -0.605
C -1.177704 3.454618 3.166135 0.868 -0.251 1.244 -0.648
Cl -1.712760 4.898709 4.111774 -0.015 -0.475 -0.375 0.526
H -1.524642 2.071962 4.821134 0.499 0.048 -0.304 0.049
H -0.475862 1.432613 3.486410 -0.069 0.329 0.332 0.043
H -1.997068 3.084292 2.554794 0.045 0.332 -0.150 0.021
H -0.281584 3.768027 2.627497 -0.449 0.040 -0.425 0.059
Cl -4.499782 1.478208 4.642363 -0.447 0.104 -0.229 0.566
C -5.033875 1.169139 2.949727 -0.298 0.366 0.142 -0.638
C -5.852357 2.286193 2.293076 0.625 -0.754 1.129 -0.646
Cl -4.889703 3.722213 1.995406 0.463 0.509 -0.327 0.583
H -5.623295 0.256071 2.913594 0.137 -0.024 0.248 0.055
H -4.089835 1.022810 2.463432 0.263 -0.198 -0.685 0.031
H -6.627578 2.606857 2.976827 -0.426 -0.175 -0.163 0.067
H -6.225989 1.885182 1.358503 -0.244 0.175 -0.137 0.066
Cl 4.251443 1.726368 4.591469 -0.027 0.401 -0.446 0.517
C 3.950385 2.421004 2.917398 -0.153 -2.739 0.262 -0.656
C 4.506000 3.759150 2.818408 0.493 1.003 -0.050 -0.631
Cl 4.245869 4.403975 1.140708 -0.046 -0.105 0.540 0.553
H 2.880161 2.320569 2.776607 0.048 0.133 -0.186 0.024
H 4.541932 1.736110 2.279502 -0.741 0.337 0.036 0.061
H 5.569500 3.632192 2.947479 0.360 0.620 0.065 0.071
H 4.075036 4.424989 3.560306 0.067 0.292 -0.238 0.083
Cl -7.077000 -3.362185 -4.767648 0.177 -0.234 0.019 0.554
C -5.382122 -3.687260 -4.315591 0.080 0.315 0.367 -0.646
C -4.955581 -2.823425 -3.156578 1.035 -0.142 0.316 -0.666
Cl -5.008385 -1.076301 -3.496459 -0.056 0.023 -0.190 0.585
H -4.750438 -3.504442 -5.185573 -0.160 -0.091 0.052 0.073
H -5.265661 -4.714022 -3.964739 -0.245 -0.065 -0.333 0.082
H -3.921204 -3.065233 -2.866056 -0.144 0.124 -0.446 0.065
H -5.487504 -3.002164 -2.239345 -0.707 -0.035 0.132 0.045
Cl -0.737900 -6.828378 -1.220791 -0.438 0.585 0.258 0.512
C -1.922663 -5.522989 -0.771772 0.937 0.220 0.256 -0.630
C -1.333009 -4.413587 0.108078 -0.238 -1.576 0.076 -0.614
Cl -0.963803 -5.142859 1.721249 -0.015 0.554 -0.164 0.587
H -2.730137 -5.984681 -0.182675 0.134 0.133 -0.746 0.076
H -2.203731 -5.044605 -1.712788 -0.424 -0.373 0.129 0.060
H -2.148195 -3.710684 0.184382 -0.051 0.496 0.461 0.029
H -0.415582 -3.968402 -0.248286 0.076 0.043 -0.251 0.053
C -2.761921 -2.398399 4.126516 -1.122 0.480 -0.464 -0.046
C -3.288337 -2.700987 2.758431 -0.318 0.208 -1.038 -0.209
O -4.516703 -1.898969 2.453318 0.458 -0.828 -0.252 0.012
C -5.077282 -2.230691 1.275016 -0.468 1.428 0.912 -0.576
O -4.546152 -2.917511 0.445365 -0.385 -0.207 -0.730 0.107
O -6.280894 -1.584050 1.200917 0.694 -0.301 -0.555 -0.033
C -6.944617 -1.453381 -0.115072 0.065 -0.585 1.380 0.006
H -3.611240 -2.535541 4.802447 0.624 -0.170 0.471 0.097
H -2.392127 -1.379431 4.196461 -0.037 0.122 0.040 0.068
H -1.924579 -3.068826 4.242493 0.109 -0.352 0.614 0.071
H -3.594324 -3.750233 2.653459 0.245 0.266 0.031 0.122
H -2.509731 -2.458834 2.015827 -0.578 -0.151 0.067 0.080
H -6.186283 -1.258762 -0.856236 0.027 0.210 -0.346 0.039
H -7.670922 -0.630015 0.011880 0.565 -0.435 -0.140 0.104
H -7.478809 -2.389027 -0.325718 0.170 0.292 -0.057 0.102
C 2.392319 4.683002 -2.222772 0.756 0.184 1.783 -0.030
C 1.383784 3.648609 -2.576083 -0.529 0.091 0.352 -0.190
O 0.224752 4.208343 -3.308963 0.747 -1.643 -0.532 0.111
C -0.496971 3.200943 -3.788535 0.415 -0.504 0.081 -0.463
O -0.188329 1.994290 -3.498969 -2.754 2.952 -1.953 -0.017
O -1.432191 3.658709 -4.567670 1.361 -0.817 1.229 0.047
C -2.572441 2.941378 -5.166999 0.767 0.839 1.159 0.073
H 1.947566 5.484782 -1.607858 0.189 -0.114 -0.616 0.108
H 3.035028 5.057263 -3.022905 -0.604 0.066 -0.205 0.089
H 3.114111 4.198700 -1.517370 -0.548 0.126 -0.446 0.071
H 0.862163 3.189197 -1.722749 0.742 0.360 0.436 0.133
H 1.869218 2.844345 -3.145198 -0.120 0.492 -0.350 0.095
H -3.244655 2.659738 -4.341975 0.249 -0.256 -0.600 0.116
H -2.211094 2.160085 -5.828370 -0.262 -0.052 0.089 0.109
H -2.890289 3.851257 -5.636076 -1.253 -0.399 -1.000 0.102
C 2.994706 3.747195 -6.214458 0.568 0.225 -0.938 -0.046
C 3.715338 2.715857 -5.424533 0.131 -1.548 0.201 -0.151
O 2.720529 1.674274 -5.067514 -1.685 1.035 -0.912 0.045
C 2.957127 0.638450 -4.335900 -0.030 0.841 0.645 -0.605
O 1.996378 0.005281 -3.833996 1.055 -0.117 -0.326 0.043
O 4.212166 0.524541 -4.120906 0.962 -2.251 1.081 0.054
C 4.767429 -0.523663 -3.135996 -1.037 1.248 -1.387 0.117
H 2.618463 3.308312 -7.155514 0.044 0.388 0.450 0.104
H 3.745188 4.512435 -6.448960 -0.153 -0.109 -0.238 0.102
H 2.219709 4.274855 -5.676205 -0.354 -0.174 0.233 0.074
H 4.122908 3.082752 -4.493239 0.172 0.125 0.255 0.124
H 4.497835 2.170822 -5.971304 -0.156 0.542 0.035 0.143
H 4.952223 -1.437042 -3.698806 -0.126 0.114 0.161 0.113
H 4.064511 -0.598717 -2.316046 0.086 -0.178 0.031 0.068
H 5.643388 0.023192 -2.888296 0.831 -0.180 0.666 0.087
```
Forces are in eV/Å.

## Properties
F_max = 5.6 eV Å⁻¹
Charge = +1
Gap between HOMO and LUMO = 0.341 Eh
E_LUMO = -2.54 eV

---

The following is a quantum chemistry calculation of a structure of composition C13H23BBeCsF8N2O10P2 at a distorted geometry, from the Open Molecules 2025 dataset.

```
61
Properties=species:S:1:pos:R:3:forces:R:3:lowdin_charge:R:1
C -2.579798 1.546502 -0.295644 1.359 0.296 -0.035 -0.146
C -1.828864 0.903865 1.009197 -0.475 1.292 0.109 -0.372
P -1.980045 -0.970133 1.115366 -1.476 0.464 1.282 1.086
C -1.968119 -1.329142 3.000474 1.505 0.663 0.342 -0.271
C -0.456965 -1.896874 0.457525 1.424 -0.909 -0.748 -0.526
O 0.259570 -2.516822 1.571927 0.195 0.122 -2.450 -0.043
C -1.039257 -3.159977 -0.399315 -1.183 -0.819 -1.208 -0.420
O -2.253173 -3.480742 -0.218868 2.369 -1.245 -0.704 -0.039
O -0.307407 -3.890822 -1.328649 -2.830 -0.780 2.377 -0.134
N 0.426128 -1.153480 -0.454312 -1.071 0.993 1.094 -0.140
C 1.366799 -0.227778 0.244992 1.072 0.928 0.239 -0.168
C 2.900961 -0.735800 0.107323 -0.984 0.576 1.359 -0.141
C 3.457310 -1.037591 1.588188 1.274 -0.570 -1.163 -0.287
N 4.877284 -0.510699 1.622081 -1.762 -0.059 0.346 -0.029
C -0.279958 -0.542194 -1.609730 0.147 -0.753 -2.418 -0.119
C 0.352525 -1.231885 -2.951273 1.154 -0.516 1.124 -0.147
O 0.677481 -0.243989 -3.976530 -2.745 -2.199 -1.227 -0.058
C -0.075981 -0.444938 -5.155974 1.713 4.243 -3.026 -0.243
O 0.141918 0.353120 -6.105480 -0.916 -3.313 3.541 0.019
H -1.773209 2.177117 -0.831805 -1.428 -0.820 0.764 0.081
H -3.426099 2.241307 0.042483 1.192 -1.296 -0.696 0.079
H -2.919114 0.758572 -1.042396 0.067 1.170 1.223 0.049
H -0.773073 1.321836 1.112906 -1.286 -0.728 -0.121 0.076
H -2.419368 1.324389 1.911213 1.016 -1.056 -1.170 0.097
H -1.935065 -2.441396 3.236887 -0.346 1.500 -0.404 0.042
H -2.802955 -0.759252 3.534973 0.973 -1.020 -1.007 0.058
H -0.972682 -0.886545 3.393533 -1.538 -0.715 -0.443 0.059
H 1.015885 -2.971539 1.112996 -0.526 0.588 0.804 0.123
H 1.039869 -0.099816 1.344608 0.727 -0.385 -1.650 0.116
H 1.357070 0.845041 -0.186264 -0.450 -1.830 0.441 0.139
H 3.518671 0.109434 -0.378462 -0.860 -1.562 0.746 0.123
H 2.920850 -1.692360 -0.510144 0.081 1.425 0.620 0.103
H 3.547733 -2.184630 1.672841 -0.395 1.637 0.299 0.104
H 2.832764 -0.593438 2.433209 0.463 -0.666 -1.257 0.110
H 4.752987 0.512803 1.460451 0.708 -0.870 0.669 0.062
H 5.207043 -0.697585 2.580376 0.105 0.703 -0.664 0.066
H -0.121970 0.577241 -1.743591 -0.158 -1.464 0.571 0.137
H -1.400966 -0.747255 -1.664309 1.342 0.293 0.536 0.123
H -0.286834 -2.088650 -3.350331 0.641 1.332 0.378 0.108
H 1.360334 -1.709185 -2.648023 -1.619 0.817 -0.389 0.134
H -0.881926 -1.235135 -5.311163 1.143 0.571 1.089 0.159
Be -1.446693 -5.264641 -1.454602 3.393 6.499 -0.374 0.369
F -5.327940 2.824028 -2.326730 0.731 -0.476 -2.687 -0.190
P -6.215077 2.060797 -1.220212 -0.481 0.222 -0.252 0.193
F -7.745766 2.363003 -0.823686 -1.263 1.476 1.754 -0.189
F -5.226487 0.800484 -1.413185 1.751 -1.105 -2.090 -0.210
F -6.062847 1.421906 0.252873 -1.113 0.248 2.617 -0.199
F -7.066937 1.461810 -2.447758 0.449 -1.597 -2.026 -0.188
F -5.852029 3.481150 -0.551692 -0.092 1.078 2.684 -0.193
O -4.883239 -4.913576 -3.140172 0.426 -1.469 0.327 -0.344
H -4.078521 -4.641750 -2.707926 0.568 1.098 0.338 -0.226
Cs -3.125904 -6.930512 -0.910321 -2.924 -1.811 0.588 1.202
B 6.306130 3.464542 2.290227 2.193 -0.877 -0.378 -1.011
O 6.118197 4.862787 2.715065 -0.872 -0.131 -0.004 0.221
C 4.808349 5.077380 2.814498 1.537 2.675 0.761 -0.415
O 4.312153 6.128399 3.143898 -0.032 -0.568 -0.160 0.133
C 4.083170 3.850507 2.465438 -1.647 -2.426 -0.692 -0.414
O 2.882257 3.708672 2.455330 0.460 0.143 0.034 0.122
O 4.953367 2.892109 2.154128 -0.484 0.491 0.156 0.193
F 7.048419 2.743228 3.280790 -0.632 0.522 -0.837 0.086
F 6.989046 3.418103 1.032748 -0.590 -0.032 1.071 0.090
```
Forces are in eV/Å.

## Properties
F_max = 7.3 eV Å⁻¹
Charge = -1
Gap between HOMO and LUMO = 0.101 Eh
E_LUMO = -4.28 eV

---

The following is a quantum chemistry calculation of a cluster of 3 separate species, C17H35N2O2P in total at a distorted geometry, from the Open Molecules 2025 dataset.

```
57
Properties=species:S:1:pos:R:3:forces:R:3:lowdin_charge:R:1
C 0.046363 -2.337410 -0.975443 0.219 0.447 -0.430 -0.122
C -0.348808 -2.629353 -2.427532 -0.509 -0.098 0.595 -0.309
C -1.478391 -1.750207 -2.974550 0.285 0.010 -1.392 -0.539
C -1.753826 -2.236251 -4.426386 0.168 -0.282 1.192 -0.158
P -1.022464 0.119313 -3.092136 -0.026 0.667 0.473 0.845
C -0.419335 1.924851 -3.259649 0.979 -0.107 -0.249 -0.403
C 0.986866 1.936485 -3.945304 -0.497 0.109 0.988 -0.253
C 2.147198 1.695524 -2.927462 -1.295 -0.750 -0.615 -0.178
C 2.862547 0.378971 -3.125040 1.134 0.643 0.632 -0.208
O 3.657878 0.438708 -4.339112 -0.768 -0.224 0.719 -0.022
C 3.889578 -0.802725 -4.805484 0.136 0.745 3.713 -0.421
O 3.907795 -1.035708 -5.925623 0.312 -1.125 -5.089 0.148
H -0.866790 -2.192705 -0.397529 0.103 -0.152 0.231 0.058
H 0.671931 -3.116342 -0.545785 -0.170 -0.231 0.056 0.068
H 0.628614 -1.419814 -0.880515 -0.110 0.107 0.039 0.042
H -0.721041 -3.657948 -2.444475 0.097 -0.086 -0.157 0.100
H 0.490338 -2.604983 -3.130875 0.156 0.115 0.147 0.102
H -2.397969 -1.837794 -2.389521 0.100 -0.107 0.188 0.092
H -1.646829 -3.322071 -4.419442 -0.415 -0.103 -0.257 0.065
H -2.751034 -1.936556 -4.737250 0.051 -0.030 -0.386 0.068
H -0.980573 -1.878482 -5.107317 -0.136 0.224 -0.148 0.055
H -1.287361 0.141797 -4.502443 0.083 -0.179 0.128 0.029
H -2.093012 0.501605 -2.225978 0.069 -0.038 -0.078 0.014
H 0.251963 -0.184843 -2.523422 -0.043 -0.036 -0.113 0.004
H -0.278122 2.397780 -2.282394 -0.431 0.019 0.053 0.063
H -1.099131 2.518723 -3.877738 -0.231 -0.065 0.188 0.063
H 1.130031 2.935653 -4.347606 0.035 -0.169 -0.594 0.096
H 0.963418 1.165767 -4.721606 0.389 0.286 -0.319 0.092
H 2.836520 2.531706 -2.947586 0.247 -0.027 0.125 0.113
H 1.663348 1.629287 -1.951524 0.342 0.187 0.260 0.102
H 2.190158 -0.477268 -3.142983 -0.178 0.108 -0.224 0.090
H 3.543003 0.225274 -2.277129 0.030 -0.073 -0.085 0.127
H 4.085747 -1.587595 -4.056333 -0.140 0.207 0.473 0.150
C -0.678923 -2.152237 4.041483 -0.014 0.036 -0.008 -0.105
C -1.953755 -1.318712 4.100024 0.261 -0.198 -0.047 -0.272
C -2.542003 -1.030461 2.715115 -0.193 -0.065 0.308 -0.184
C -1.639879 -0.223434 1.895459 -0.008 -0.040 -0.185 -0.238
N -0.920933 0.400676 1.252137 -0.011 0.003 0.062 0.154
H 0.113433 -1.631638 3.498944 -0.023 -0.018 -0.034 0.069
H -0.313125 -2.353329 5.048934 -0.005 -0.010 -0.014 0.071
H -0.856733 -3.110859 3.548383 0.041 0.001 -0.002 0.073
H -1.750010 -0.386570 4.621175 -0.163 -0.106 -0.165 0.042
H -2.699320 -1.854226 4.690714 -0.083 0.093 -0.048 0.112
H -3.487252 -0.495793 2.826810 0.039 0.068 -0.104 0.119
H -2.768252 -1.965728 2.197759 0.100 0.052 -0.121 0.117
C 0.187750 2.923658 4.027943 -0.023 0.023 0.080 -0.109
C 0.415030 3.323153 5.482570 -0.051 0.071 -0.350 -0.261
C 0.609238 2.118187 6.408333 0.126 0.361 0.096 -0.186
C -0.580204 1.271222 6.464221 0.026 -0.170 0.023 -0.205
N -1.513762 0.601665 6.485321 0.117 0.287 0.285 0.161
H -0.720499 2.329564 3.913325 0.031 -0.025 -0.008 0.061
H 0.081803 3.810070 3.402750 0.007 -0.032 -0.023 0.074
H 1.026599 2.339229 3.645373 -0.031 -0.013 -0.025 0.077
H -0.425453 3.927870 5.829393 0.024 -0.046 0.091 0.112
H 1.304872 3.952834 5.543707 0.006 -0.047 0.115 0.108
H 0.839180 2.466293 7.417152 -0.066 -0.109 0.039 0.118
H 1.463611 1.525170 6.076162 -0.093 -0.106 -0.027 0.122
```
Forces are in eV/Å.

## Properties
F_max = 5.2 eV Å⁻¹
Charge = 0
SMILES string = CC[C@H](C)[PH3]CCCCOC=O.CCCC#N.CCCC#N
Gap between HOMO and LUMO = 0.312 Eh
E_LUMO = 0.69 eV